Record 1
{"formula": "C23H25F5InN6O6S", "method": "ωB97M-V/def2-TZVPD", "total_energy_ev": -75073.7389, "relative_energy_kj_mol": 5.9, "charge": -1, "gap_ev": 6.61, "largest_force_ev_per_a": 3.80, "symbols": ["In", "C", "C", "O", "C", "C", "C", "N", "N", "C", "O", "C", "C", "C", "C", "C", "C", "H", "H", "H", "H", "H", "H", "H", "H", "H", "H", "H", "H", "C", "C", "N", "O", "C", "C", "N", "O", "H", "H", "H", "H", "H", "H", "H", "F", "C", "C", "F", "C", "F", "C", "O", "C", "F", "C", "F", "O", "H", "H", "N", "C", "N", "S", "H", "H", "H", "H"], "positions_angstrom": [[0.304, -0.235, 0.132], [-2.159, 3.296, 1.042], [-1.539, 1.924, 1.339], [-1.606, 0.936, 0.458], [-0.885, 1.854, 2.568], [-0.517, 0.563, 3.087], [-0.791, 0.298, 4.493], [0.103, -0.353, 2.378], [0.507, -1.564, 2.907], [0.499, -2.513, 2.000], [0.043, -2.400, 0.764], [1.301, -3.708, 2.355], [1.417, -4.095, 3.674], [2.260, -5.128, 3.970], [3.016, -5.736, 3.019], [2.888, -5.414, 1.691], [1.993, -4.409, 1.314], [-1.434, 4.025, 0.601], [-2.426, 3.710, 1.990], [-2.988, 3.204, 0.363], [-1.080, 2.635, 3.219], [-0.412, -0.663, 4.734], [-1.937, 0.357, 4.752], [-0.378, 1.012, 5.145], [0.782, -3.559, 4.386], [2.414, -5.542, 4.991], [3.711, -6.474, 3.299], [3.374, -5.925, 0.894], [1.821, -4.032, 0.260], [-2.342, -2.356, -3.660], [-1.830, -1.410, -2.569], [-1.279, -1.761, -1.442], [-1.045, -3.146, -1.438], [-1.863, 0.060, -2.590], [-3.049, 0.794, -3.187], [-0.875, 0.681, -2.085], [-1.161, 2.009, -2.134], [-3.437, -2.503, -3.652], [-1.794, -3.300, -3.609], [-2.122, -1.830, -4.583], [-0.776, -3.194, -0.488], [-3.760, 0.875, -2.386], [-3.563, 0.081, -3.901], [-2.701, 1.782, -3.560], [1.708, 5.544, -3.617], [0.501, 5.498, -2.879], [0.395, 5.241, -1.448], [-0.245, 6.115, -0.606], [1.168, 4.305, -0.601], [2.490, 4.619, -0.537], [0.809, 2.904, -1.081], [0.997, 1.994, -0.359], [-0.040, 2.861, -2.346], [0.790, 2.329, -3.281], [-0.376, 4.355, -2.649], [-1.733, 4.485, -2.869], [-3.637, -0.855, 0.643], [-2.902, -0.186, 0.643], [-3.037, -1.571, 0.838], [3.209, 0.919, -1.799], [3.694, -0.313, -1.318], [4.973, -0.615, -1.404], [2.400, -1.471, -0.803], [3.902, 1.296, -2.444], [2.311, 0.723, -2.151], [0.786, 4.435, 0.349], [5.157, -1.456, -0.823]]}

Record 2
{"formula": "C18H45Br4Cl4N3O3", "method": "ωB97M-V/def2-TZVPD", "total_energy_ev": -360262.3771, "gap_ev": 9.45, "largest_force_ev_per_a": 7.91, "symbols": ["Br", "C", "C", "Br", "H", "H", "H", "H", "Br", "C", "C", "Br", "H", "H", "H", "H", "C", "C", "C", "O", "C", "N", "H", "H", "H", "H", "H", "H", "H", "H", "H", "H", "H", "C", "C", "C", "O", "C", "N", "H", "H", "H", "H", "H", "H", "H", "H", "H", "H", "H", "C", "C", "C", "O", "C", "N", "H", "H", "H", "H", "H", "H", "H", "H", "H", "H", "H", "C", "Cl", "Cl", "H", "H", "C", "Cl", "Cl", "H", "H"], "positions_angstrom": [[1.349, -0.602, -2.764], [0.478, -0.775, -1.015], [1.295, -1.531, 0.011], [1.426, -3.434, -0.554], [-0.470, -1.295, -1.131], [0.223, 0.210, -0.629], [0.816, -1.489, 0.990], [2.303, -1.160, 0.180], [-1.204, -4.143, 3.624], [0.591, -3.417, 3.639], [1.525, -4.328, 2.880], [3.226, -3.353, 2.732], [0.890, -3.270, 4.672], [0.570, -2.429, 3.182], [1.155, -4.660, 1.916], [1.736, -5.257, 3.409], [3.193, 4.411, 2.727], [4.163, 3.618, 3.579], [4.306, 2.181, 3.149], [3.066, 1.516, 3.135], [3.126, 0.226, 2.629], [5.484, 4.247, 3.418], [3.366, 4.283, 1.657], [3.164, 5.460, 3.019], [2.148, 4.081, 2.819], [3.846, 3.656, 4.630], [5.034, 1.604, 3.740], [4.716, 2.147, 2.124], [2.130, -0.152, 2.387], [3.571, -0.545, 3.265], [3.666, 0.220, 1.668], [6.182, 3.592, 3.776], [5.628, 5.068, 3.995], [-2.989, -2.373, -7.390], [-2.813, -1.499, -6.145], [-3.532, -2.078, -4.907], [-3.199, -1.277, -3.782], [-3.365, -1.973, -2.582], [-1.378, -1.386, -5.886], [-2.345, -3.250, -7.304], [-2.684, -1.815, -8.271], [-4.008, -2.756, -7.497], [-3.159, -0.480, -6.339], [-3.008, -3.029, -4.720], [-4.581, -2.337, -5.067], [-4.435, -2.096, -2.347], [-3.099, -1.337, -1.733], [-2.906, -2.955, -2.450], [-1.121, -2.198, -5.336], [-1.110, -0.538, -5.412], [-0.331, 1.340, 1.272], [-1.805, 0.959, 1.379], [-2.032, -0.249, 2.292], [-1.309, -1.374, 1.901], [-1.791, -2.169, 0.862], [-2.591, 2.089, 1.902], [-0.180, 2.141, 0.546], [0.328, 0.521, 0.976], [-0.039, 1.712, 2.259], [-2.139, 0.659, 0.379], [-3.105, -0.486, 2.326], [-1.767, 0.024, 3.319], [-2.114, -1.663, -0.058], [-2.705, -2.665, 1.223], [-1.103, -2.962, 0.574], [-2.080, 2.958, 1.817], [-2.708, 1.943, 2.901], [-3.122, 1.619, -2.401], [-2.482, 1.284, -0.792], [-3.382, 3.341, -2.593], [-2.443, 1.293, -3.182], [-4.060, 1.088, -2.519], [2.093, 3.560, 0.005], [2.114, 1.884, 0.590], [0.585, 3.974, -0.811], [2.256, 4.264, 0.813], [2.940, 3.609, -0.671]]}

Record 3
{"formula": "C34H67BFN6O7", "method": "ωB97M-V/def2-TZVPD", "total_energy_ev": -63005.2541, "charge": 1, "gap_ev": 7.85, "largest_force_ev_per_a": 2.36, "symbols": ["C", "C", "O", "B", "O", "C", "C", "C", "C", "C", "C", "O", "C", "N", "C", "N", "C", "C", "C", "C", "C", "N", "C", "C", "N", "C", "C", "C", "C", "O", "N", "C", "N", "C", "O", "C", "C", "C", "F", "H", "H", "H", "H", "H", "H", "H", "H", "H", "H", "H", "H", "H", "H", "H", "H", "H", "H", "H", "H", "H", "H", "H", "H", "H", "H", "H", "H", "H", "H", "H", "H", "H", "H", "H", "H", "H", "H", "H", "H", "H", "H", "H", "H", "H", "H", "H", "H", "H", "H", "H", "C", "C", "C", "O", "C", "H", "H", "H", "H", "H", "H", "H", "H", "C", "C", "C", "O", "C", "H", "H", "H", "H", "H", "H", "H", "H"], "positions_angstrom": [[0.901, -0.697, 5.601], [0.329, -1.274, 4.275], [-0.055, -0.150, 3.457], [-0.601, -0.457, 2.248], [-1.286, -1.693, 2.115], [-0.497, 0.485, 0.941], [0.978, 1.013, 0.882], [1.322, 2.146, 1.863], [2.898, 2.244, 1.954], [3.341, 1.442, 3.213], [4.619, 0.567, 3.044], [4.245, -0.827, 3.122], [4.133, -1.368, 1.818], [-0.672, -0.409, -0.247], [-0.783, 0.244, -1.449], [0.108, 0.277, -2.389], [-0.129, 0.972, -3.674], [1.043, 1.850, -4.143], [0.712, 2.289, -5.614], [1.353, 3.646, -6.009], [0.349, 4.428, -6.905], [0.564, 5.898, -6.866], [1.419, -0.374, -2.258], [1.718, -1.293, -3.482], [2.915, -2.112, -3.311], [2.654, -3.401, -2.634], [3.679, -4.426, -3.189], [3.995, -1.373, -2.779], [4.910, -1.872, -1.656], [4.240, -0.283, -3.257], [-2.004, 0.929, -1.623], [-2.583, 1.401, -0.338], [-3.333, 2.657, -0.637], [-2.647, 3.431, -1.307], [-1.855, 4.204, -1.710], [-1.575, 1.605, 0.814], [-2.395, 1.924, 2.085], [-1.623, 2.661, 3.200], [-2.598, 3.399, 3.895], [0.705, -1.411, 6.412], [1.968, -0.468, 5.537], [0.288, 0.186, 5.830], [-0.525, -1.895, 4.565], [1.123, -1.874, 3.805], [-0.631, -2.313, 1.760], [1.242, 1.385, -0.124], [1.654, 0.168, 1.103], [0.922, 3.122, 1.552], [0.984, 1.975, 2.890], [3.126, 3.307, 2.082], [3.333, 1.829, 1.033], [2.553, 0.770, 3.579], [3.533, 2.144, 4.040], [5.277, 0.724, 3.907], [5.121, 0.789, 2.093], [3.541, -2.293, 1.805], [3.723, -0.640, 1.097], [5.149, -1.621, 1.457], [-0.125, -1.258, -0.245], [-0.292, 0.209, -4.453], [-1.028, 1.592, -3.663], [1.178, 2.765, -3.549], [2.009, 1.334, -4.195], [-0.378, 2.267, -5.767], [1.113, 1.483, -6.250], [2.199, 3.417, -6.672], [1.690, 4.242, -5.156], [-0.685, 4.224, -6.575], [0.397, 4.065, -7.942], [0.616, 6.210, -7.830], [-0.268, 6.306, -6.456], [1.540, -1.004, -1.372], [2.170, 0.424, -2.167], [0.841, -1.954, -3.562], [1.768, -0.739, -4.424], [1.666, -3.799, -2.940], [2.659, -3.354, -1.533], [3.511, -5.437, -2.803], [3.474, -4.472, -4.270], [4.713, -4.083, -3.092], [5.834, -2.270, -2.091], [4.441, -2.557, -0.942], [5.207, -0.976, -1.095], [-2.685, 0.290, -2.028], [-3.352, 0.693, 0.007], [-1.022, 2.534, 0.567], [-2.958, 1.062, 2.479], [-3.171, 2.654, 1.805], [-0.926, 3.400, 2.797], [-1.187, 1.983, 3.940], [-1.773, -6.599, -1.303], [-2.778, -5.648, -1.935], [-1.882, -4.512, -2.400], [-0.610, -5.090, -2.716], [-0.572, -6.439, -2.220], [-2.122, -7.628, -1.239], [-1.524, -6.260, -0.294], [-3.252, -6.126, -2.795], [-3.561, -5.319, -1.254], [-1.732, -3.773, -1.602], [-2.276, -3.999, -3.279], [-0.633, -7.116, -3.077], [0.375, -6.612, -1.707], [-6.225, 2.814, 6.718], [-5.662, 2.343, 5.385], [-5.149, 0.957, 5.736], [-5.990, 0.458, 6.778], [-6.802, 1.526, 7.283], [-6.965, 3.608, 6.628], [-5.415, 3.175, 7.357], [-6.467, 2.270, 4.648], [-4.887, 2.993, 4.980], [-4.122, 0.999, 6.119], [-5.175, 0.269, 4.888], [-7.828, 1.365, 6.938], [-6.796, 1.503, 8.373]]}

Number 1: HOMO -4.53 eV. Number 2: HOMO -8.98 eV. Number 3: HOMO -10.80 eV.